45
Properties=species:S:1:pos:R:3:forces:R:3 method="wB97M-V/def2-TZVPD" homo_ev="-2.776 / -2.749" lumo_ev="3.997 / 3.997" multiplicity=2 total_charge=-2 gap_ev="6.77 / 6.75" de_lowest_kcal_mol=4.2
Ru -0.3542 1.1647 0.2849 -0.14 -0.01 0.01
O 1.7545 -2.2105 4.8758 -0.01 0.00 -0.01
C 1.2523 -1.4567 3.8519 0.01 0.00 0.01
C -0.0659 -1.0135 3.8562 -0.01 0.01 0.01
C -0.4923 -0.2470 2.7941 0.11 0.03 0.05
N 0.3337 0.0304 1.7992 0.01 0.04 0.04
C 1.5961 -0.3712 1.7758 -0.05 0.00 0.03
C 2.1069 -1.1374 2.8022 -0.01 0.00 -0.03
C 2.3406 0.1244 0.5449 0.15 -0.07 0.01
O 3.4913 -0.2430 0.3516 -0.07 0.04 -0.01
O 1.6423 0.9136 -0.1932 -0.11 0.02 -0.07
C -1.8617 0.3876 2.6349 -0.09 -0.36 -0.24
O -2.7324 0.1612 3.4602 0.01 0.13 0.10
O -1.9710 1.1173 1.5754 0.10 -0.06 0.09
H 1.0658 -2.3092 5.5410 0.01 0.00 0.00
H -0.7547 -1.2203 4.6663 0.00 -0.01 0.00
H 3.1381 -1.4583 2.7822 0.00 0.00 0.00
S -1.5750 2.0805 -1.5231 0.06 -0.05 -0.02
C -1.8386 0.4524 -2.0413 0.20 0.03 -0.07
S -1.0798 -0.6763 -0.9795 -0.05 0.10 0.10
C -2.5284 0.0840 -3.1859 -0.07 -0.05 -0.06
C -3.1517 1.0414 -4.0354 0.10 0.05 -0.04
N -3.6535 1.8012 -4.7440 -0.06 -0.04 0.04
C -2.6166 -1.2796 -3.5774 -0.28 0.07 0.17
N -2.6939 -2.3851 -3.9037 -0.08 0.01 -0.02
C 2.2698 -1.3187 -2.9534 0.00 0.00 0.02
N 1.0965 -1.8405 -3.6231 -0.15 0.17 0.19
C 0.4907 -3.0312 -3.0722 0.00 -0.11 -0.11
C 0.4363 -1.0899 -4.5381 0.18 -0.50 -0.38
O 0.8606 -0.0771 -5.0592 0.03 0.27 0.05
H 3.1204 -1.9952 -3.0785 0.00 0.00 -0.01
H 2.0729 -1.1936 -1.8879 0.00 0.00 0.01
H 2.5112 -0.3459 -3.3713 0.00 -0.01 -0.03
H 1.1831 -3.8760 -3.1471 0.05 0.01 0.00
H -0.4138 -3.2699 -3.6306 0.03 0.01 0.05
H 0.2108 -2.8922 -2.0254 0.06 0.04 -0.02
H -0.5178 -1.5533 -4.8413 0.13 0.09 0.05
C -1.4511 3.8299 2.9203 -0.05 -0.05 0.08
S 0.2488 3.4638 2.5709 0.00 -0.01 0.22
O 0.6304 2.3691 3.4519 -0.11 0.03 -0.02
O 0.9716 4.7016 2.7767 0.06 0.02 -0.11
O 0.2449 3.0604 1.1385 0.08 -0.04 -0.14
H -1.5182 4.1421 3.9605 0.01 0.02 0.02
H -2.0374 2.9308 2.7388 -0.03 0.21 0.02
H -1.7615 4.6350 2.2574 -0.01 -0.01 -0.01

42
Properties=species:S:1:pos:R:3:forces:R:3 method="wB97M-V/def2-TZVPD" homo_ev="-7.291 / -9.302" lumo_ev="-1.016 / -2.338" multiplicity=5 gap_ev="6.28 / 6.96" de_lowest_kcal_mol=0.0
Rh 0.7643 0.6160 -0.6493 -0.06 0.33 0.12
N 2.2777 -3.4725 0.5050 -0.05 0.06 0.07
C 1.6518 -2.2766 0.4464 0.11 -0.18 0.03
S 1.8587 -1.3913 -1.0536 0.05 -0.17 -0.14
N 1.0081 -1.8326 1.4727 -0.03 0.09 -0.14
N 0.3554 -0.6524 1.2021 -0.13 -0.03 0.32
C -0.4641 -0.2800 2.1080 -0.05 0.07 -0.20
C -1.3935 0.8227 1.8368 0.01 -0.16 0.01
C -2.0859 1.4524 2.8605 -0.04 0.05 -0.09
C -2.9991 2.4395 2.5208 0.01 -0.02 -0.03
C -3.1762 2.7537 1.1843 0.01 -0.02 0.04
C -2.4256 2.0773 0.2309 -0.03 0.03 -0.02
N -1.5652 1.1173 0.5428 0.18 0.02 0.14
H 2.5793 -3.9022 -0.3518 -0.01 0.01 -0.02
H 2.0344 -4.0783 1.2717 0.01 -0.01 -0.01
H -0.5338 -0.8405 3.0352 0.03 -0.01 0.01
H -1.9072 1.1800 3.8915 0.00 -0.03 0.01
H -3.5637 2.9505 3.2890 0.01 0.02 0.00
H -3.8782 3.5133 0.8721 0.00 0.01 0.00
H -2.5234 2.3261 -0.8174 -0.02 0.00 0.00
O -1.0630 3.6811 -2.6681 -0.05 -0.03 0.00
C -0.5000 2.6572 -2.3453 0.12 0.08 -0.04
O 0.0650 2.4661 -1.1809 0.02 0.02 -0.07
C -0.3544 1.5079 -3.3211 0.02 -0.03 -0.01
C -0.0454 1.7523 -4.6530 -0.02 -0.03 0.08
C 0.2116 0.6552 -5.4576 0.06 0.02 -0.15
C 0.2159 -0.6545 -5.0226 -0.05 0.07 0.14
C -0.0825 -0.8828 -3.6766 0.03 0.13 -0.18
C -0.4224 0.2032 -2.8572 -0.08 -0.34 0.07
N 0.0119 -2.1707 -3.1604 -0.10 0.18 0.17
O 0.1165 -3.1784 -3.8908 0.05 -0.13 -0.12
O -0.1384 -2.3392 -1.8304 0.04 0.00 0.07
N 0.5467 0.9022 -6.8854 -0.08 0.00 0.01
O 0.7875 -0.0618 -7.5808 0.02 0.01 0.03
O 0.5496 2.0535 -7.2665 0.02 -0.01 0.03
H 0.0032 2.7581 -5.0396 0.00 0.01 -0.01
H 0.4496 -1.4690 -5.6887 0.01 -0.01 0.00
H -0.8475 -0.0289 -1.8725 -0.07 -0.04 -0.10
C 2.4760 1.2472 -1.5941 0.03 0.04 0.04
H 2.1992 2.1973 -2.0371 0.03 0.01 -0.01
H 2.8825 0.5644 -2.3338 0.00 0.02 -0.03
H 3.1857 1.3880 -0.7764 0.00 -0.02 0.00

31
Properties=species:S:1:pos:R:3:forces:R:3 method="wB97M-V/def2-TZVPD" homo_ev=-8.248 lumo_ev=-0.304 smiles="CCC#Cc1cc(-c2ccccc2)n(O)c(=O)c1" gap_ev=7.94 de_lowest_kcal_mol=55.1
C 6.1465 0.2101 1.0736 -0.70 1.67 -0.43
C 5.0621 -0.8043 0.6508 0.76 -0.84 2.03
C 3.9548 -0.3015 -0.1150 -3.72 2.77 -1.04
C 2.9556 0.2998 -0.5508 2.67 -1.33 1.75
C 1.6430 0.8394 -0.8163 -1.42 -0.82 0.49
C 0.5986 0.7156 0.2764 -0.36 1.27 -3.90
C -0.7804 0.9050 -0.0404 2.13 -2.06 0.51
C -1.7690 0.7045 1.0970 -1.20 -0.03 -0.57
C -1.4265 -0.1623 2.2068 -2.01 3.08 -1.73
C -2.2544 -0.1168 3.3237 -1.17 -0.03 -0.72
C -3.4678 0.6525 3.4356 3.07 -0.64 -2.69
C -3.8032 1.4029 2.2323 -1.19 -0.38 1.72
C -3.0672 1.3698 1.0574 2.84 -0.85 0.97
N -1.0985 0.9487 -1.4334 -0.44 0.26 1.24
O -2.4804 0.9752 -1.8504 1.75 0.53 -0.72
C -0.1256 1.1961 -2.4064 -0.25 2.19 0.03
O -0.4117 1.5701 -3.5308 -1.77 -0.60 -1.00
C 1.2528 1.2493 -2.0515 0.31 -1.71 1.23
H 6.8594 -0.2506 1.7460 0.44 -0.31 -0.38
H 5.7012 1.0131 1.7184 0.09 -0.57 -0.74
H 6.6028 0.7343 0.1898 -0.14 -0.69 0.93
H 5.5153 -1.6350 0.1160 0.17 -0.18 0.06
H 4.7113 -1.2016 1.6735 0.01 0.21 -1.69
H 1.1380 0.6440 1.1804 -0.73 -0.18 1.49
H -0.5655 -0.7626 2.1257 0.83 -0.63 0.15
H -2.0204 -0.8682 4.0502 -0.01 0.05 0.83
H -3.8709 0.4772 4.4242 -1.10 0.89 -0.40
H -4.7039 2.0337 2.1752 0.29 -0.49 0.40
H -3.3461 1.9298 0.1589 0.01 -0.23 0.58
H -2.4421 1.3349 -2.8026 0.55 -0.55 1.58
H 1.8968 1.3017 -2.9096 0.31 0.21 0.00

34
Properties=species:S:1:pos:R:3:forces:R:3 method="wB97M-V/def2-TZVPD" homo_ev=-8.521 lumo_ev=-0.033 smiles="COc1cccc(CN2C(=O)c3ccccc3S2(=O)=O)c1" gap_ev=8.49 de_lowest_kcal_mol=32.7
C -1.0260 4.4289 -3.3769 0.06 0.16 -0.14
O -1.4551 3.4608 -2.4504 -0.04 -0.21 0.24
C -0.7007 3.2467 -1.3376 -0.04 -0.14 0.15
C 0.4667 3.9319 -1.0205 -0.07 0.10 -0.27
C 1.1484 3.6231 0.1448 0.01 -0.05 0.09
C 0.6857 2.6441 1.0016 -0.08 0.09 0.06
C -0.4822 1.9580 0.6914 -0.10 0.41 -0.03
C -0.9633 0.8407 1.5742 0.13 0.28 0.16
N -0.5302 -0.4288 1.0205 0.75 -0.06 -0.18
C -1.3464 -1.5020 0.8531 -0.36 -0.51 -0.06
O -2.5369 -1.5166 1.0677 0.03 0.04 0.00
C -0.5361 -2.6613 0.3895 0.03 -0.52 -0.10
C -1.0351 -3.9276 0.1220 0.07 0.24 0.04
C -0.1504 -4.9188 -0.2757 -0.09 0.02 0.02
C 1.2050 -4.6513 -0.4032 0.08 0.19 0.04
C 1.7066 -3.3816 -0.1379 0.25 0.05 -0.02
C 0.8199 -2.4079 0.2604 -0.63 0.52 0.21
S 1.1059 -0.6856 0.6246 -0.11 -0.20 -0.15
O 1.4568 0.0274 -0.5612 -0.07 -0.21 -0.15
O 1.8979 -0.4718 1.7946 -0.05 -0.15 0.24
C -1.1678 2.2593 -0.4709 0.03 0.13 -0.09
H -0.9936 5.4277 -2.9293 0.02 -0.04 -0.02
H -1.7648 4.4185 -4.1769 0.08 0.04 0.04
H -0.0427 4.1825 -3.7897 -0.03 0.02 0.02
H 0.8576 4.6976 -1.6717 0.00 0.06 -0.07
H 2.0581 4.1555 0.3789 0.08 0.04 0.02
H 1.2331 2.3985 1.8984 0.07 -0.03 0.12
H -2.0551 0.8045 1.6330 0.21 -0.09 0.01
H -0.5411 0.9362 2.5805 -0.15 0.06 -0.07
H -2.0922 -4.1160 0.2279 -0.10 -0.01 0.02
H -0.5200 -5.9105 -0.4885 -0.03 -0.08 -0.02
H 1.8794 -5.4352 -0.7126 0.06 -0.05 -0.02
H 2.7568 -3.1582 -0.2357 0.14 -0.03 -0.04
H -2.0713 1.7306 -0.7331 -0.15 -0.08 -0.04

39
Properties=species:S:1:pos:R:3:forces:R:3 method="wB97M-V/def2-TZVPD" homo_ev="-16.123 / -16.061" lumo_ev="-9.785 / -8.280" multiplicity=5 total_charge=+2 gap_ev="6.34 / 7.78"
Mn 0.7601 -0.3348 0.1457 -0.26 0.17 0.08
C -2.8180 -2.5055 -0.4101 0.01 -0.07 -0.11
C -1.5152 -2.2940 -0.8186 -0.06 -0.04 0.03
N -0.9304 -1.3770 -0.0267 0.12 -0.14 -0.21
N -1.8490 -1.0094 0.9130 -0.05 -0.14 0.02
C -2.9851 -1.6772 0.6869 0.03 0.11 0.14
B -1.4630 -0.1109 2.1162 -0.02 -0.08 0.25
N -1.0191 1.2784 1.6000 0.04 0.11 0.08
C -1.4641 2.4957 1.9241 -0.08 -0.17 0.08
C -0.6937 3.4492 1.2791 0.07 0.10 -0.07
C 0.2330 2.7262 0.5537 -0.08 0.03 0.01
N 0.0291 1.4092 0.7407 0.21 0.10 -0.07
N -0.1896 -0.7621 2.7543 -0.03 0.10 -0.25
C 0.1088 -1.2682 3.9475 -0.12 0.01 0.09
C 1.4192 -1.7400 3.9310 0.02 -0.04 0.09
C 1.8838 -1.4878 2.6588 -0.26 0.12 -0.04
N 0.8927 -0.8851 1.9547 0.36 -0.23 0.15
H -3.5397 -3.1765 -0.8423 0.01 0.01 0.01
H -0.9748 -2.7787 -1.6166 0.00 0.03 0.01
H -3.8409 -1.5237 1.3256 0.02 -0.01 -0.02
H -2.3504 -0.0267 2.9054 0.05 0.02 -0.11
H -2.3046 2.6061 2.5913 0.02 0.01 -0.02
H -0.7959 4.5191 1.3313 0.00 -0.01 0.00
H 1.0211 3.0877 -0.0849 0.00 -0.01 -0.01
H -0.6239 -1.2648 4.7395 0.03 -0.01 -0.01
H 1.9559 -2.2014 4.7419 -0.01 0.01 -0.02
H 2.8486 -1.6946 2.2240 0.01 0.01 -0.03
N -0.0676 -1.1123 -6.1043 0.00 0.01 0.08
C 0.4295 -0.5917 -5.2104 0.11 0.09 0.00
C 1.0570 0.0569 -4.0888 -0.10 -0.11 -0.13
C 1.9249 1.1340 -4.2439 0.02 0.05 -0.09
C 2.5033 1.7008 -3.1173 0.03 -0.01 -0.04
C 2.1770 1.1987 -1.8801 0.00 -0.18 0.07
N 1.3199 0.1635 -1.7237 -0.05 0.06 -0.14
C 0.7798 -0.4041 -2.8151 0.05 0.05 0.13
H 2.1426 1.5153 -5.2333 0.01 -0.01 0.00
H 3.2023 2.5215 -3.1968 -0.02 0.00 -0.02
H 2.6225 1.6058 -0.9806 -0.02 0.03 0.03
H 0.1139 -1.2417 -2.6713 -0.06 0.05 0.02

38
Properties=species:S:1:pos:R:3:forces:R:3 method="wB97M-V/def2-TZVPD" homo_ev=-3.943 lumo_ev=2.859 smiles="CCOC(=O)N1c2cccc(Br)c2C(=[N+]([O-])[O-])[C@@H]1n1cnc(C)c1" total_charge=-1 gap_ev=6.80 de_lowest_kcal_mol=3.2
C 1.8812 4.0619 -0.7115 -0.30 0.22 -0.24
C 0.5308 3.5145 -0.2560 -0.08 -0.30 -0.45
O 0.4604 2.0495 -0.2405 -0.54 1.31 -0.01
C -0.8018 1.6044 0.0167 0.69 -0.75 -0.30
O -1.7224 2.3134 0.3292 -0.09 0.44 0.18
N -0.8848 0.2326 -0.1415 -0.28 1.43 -0.25
C -2.1451 -0.4175 -0.1768 -1.89 -0.57 -0.39
C -3.4569 0.1068 0.0187 0.14 -0.30 0.30
C -4.5837 -0.7536 -0.2060 0.98 -0.92 -0.33
C -4.3775 -2.0977 -0.6283 0.06 1.12 0.43
C -3.0748 -2.6289 -0.7790 0.20 1.76 -0.23
Br -2.8258 -4.3847 -1.3754 -0.64 -0.56 0.32
C -1.9502 -1.7546 -0.6532 0.38 0.23 -0.57
C -0.5316 -1.8179 -1.0338 0.98 -0.99 0.02
N 0.1732 -2.7105 -1.8367 0.77 -0.04 0.12
O -0.4144 -3.5730 -2.5231 0.62 0.74 0.33
O 1.4576 -2.5997 -1.8604 -2.08 0.16 -0.05
C 0.1868 -0.5385 -0.7687 1.88 1.83 -1.26
N 1.4436 -0.3740 0.0986 -0.20 -0.34 -0.73
C 2.7021 0.1654 -0.1429 -0.27 -1.34 1.13
N 3.5218 -0.1499 0.8757 -0.58 0.30 -0.54
C 2.8018 -0.8842 1.8130 -2.05 0.86 -2.24
C 3.3618 -1.4534 3.0820 -0.25 0.27 -0.42
C 1.4741 -0.9692 1.2820 2.21 -0.90 2.47
H 1.7844 5.1245 -0.4317 0.43 -0.22 -0.20
H 2.7858 3.6485 -0.2448 -0.49 -0.05 0.03
H 1.9848 4.0269 -1.8088 0.05 -0.16 0.43
H 0.2928 3.9320 0.7243 -0.09 -0.43 0.05
H -0.2342 3.8835 -0.9649 0.23 -0.21 0.43
H -3.5895 1.1602 0.3444 0.11 -1.09 -0.34
H -5.6571 -0.4805 -0.0820 1.21 0.31 -0.03
H -5.3046 -2.6433 -0.8654 0.87 -0.22 0.21
H 0.7029 -0.0569 -1.7251 -1.75 -0.80 1.20
H 2.9619 0.7283 -1.0521 -0.22 -0.48 0.69
H 2.5540 -1.9411 3.6026 -0.29 -0.23 0.32
H 4.1341 -2.1938 2.9174 0.20 -0.20 -0.28
H 3.7865 -0.7095 3.7463 0.03 0.34 0.04
H 0.5716 -1.4199 1.6579 0.05 -0.23 0.15